# 1
{"formula": "C17H27NO5", "method": "wB97M-V/def2-TZVPD", "symbols": ["C", "C", "O", "C", "C", "C", "C", "C", "C", "O", "C", "C", "O", "C", "C", "N", "C", "C", "C", "O", "C", "C", "O", "H", "H", "H", "H", "H", "H", "H", "H", "H", "H", "H", "H", "H", "H", "H", "H", "H", "H", "H", "H", "H", "H", "H", "H", "H", "H", "H"], "xyz": [[-5.2945, -1.4993, 0.0201], [-4.2201, -1.1168, 1.0381], [-3.5428, -2.3056, 1.4011], [-3.2878, -0.0815, 0.4489], [-3.4847, 1.2709, 0.6639], [-2.6213, 2.1845, 0.0903], [-1.5537, 1.7852, -0.7025], [-1.3546, 0.4103, -0.9336], [-2.2296, -0.4942, -0.3499], [-0.3114, 0.0328, -1.7348], [-0.1294, -1.3339, -2.0418], [1.2103, -1.4755, -2.7809], [2.2938, -1.8589, -1.9775], [2.7277, -0.9297, -0.9978], [2.1263, -1.2264, 0.3955], [2.8996, -0.7848, 1.5395], [4.1798, -1.4450, 1.6844], [3.0120, 0.6548, 1.6811], [1.6432, 1.3148, 1.8950], [0.9200, 1.5292, 0.7038], [1.2334, 2.7267, 0.0319], [0.5699, 2.7080, -1.3469], [-0.8329, 2.8065, -1.2710], [-4.8230, -1.9118, -0.8674], [-5.8738, -0.6231, -0.2557], [-5.9512, -2.2515, 0.4484], [-4.7106, -0.6879, 1.9287], [-2.8040, -2.0755, 1.9745], [-4.3045, 1.6117, 1.2782], [-2.7596, 3.2437, 0.2417], [-2.1133, -1.5540, -0.5151], [-0.9507, -1.6777, -2.6851], [-0.1015, -1.9518, -1.1380], [1.1331, -2.2688, -3.5279], [1.4194, -0.5238, -3.2916], [2.4938, 0.0934, -1.3109], [3.8155, -1.0486, -0.9562], [2.0150, -2.3116, 0.4800], [1.1423, -0.7639, 0.4736], [4.0478, -2.5132, 1.5264], [4.5389, -1.2865, 2.7021], [4.9517, -1.0806, 0.9907], [3.5206, 1.1261, 0.8220], [3.6194, 0.8429, 2.5706], [1.7730, 2.2667, 2.4270], [1.0267, 0.6514, 2.5068], [0.8657, 3.5879, 0.6118], [2.3195, 2.8358, -0.1025], [0.8816, 3.5932, -1.9079], [0.8749, 1.8053, -1.8813]], "forces_ev_per_angstrom": [[0.2, -0.1, 0.4], [-0.4, 0.3, -0.2], [0.1, -0.3, 0.0], [0.0, 0.0, 0.2], [0.0, -0.2, 0.0], [0.3, 0.0, -0.2], [-0.3, 0.0, 0.1], [-0.1, 0.1, -0.1], [0.1, -0.1, -0.1], [-0.1, 0.4, 0.2], [0.2, -0.3, -0.3], [-0.4, 0.0, 0.0], [0.1, -0.1, 0.2], [0.1, 0.0, 0.3], [-0.1, -0.1, -0.3], [0.1, 0.1, 0.1], [-0.1, 0.1, 0.0], [-0.4, 0.0, 0.1], [0.3, 0.0, 0.2], [0.0, 0.0, -0.3], [-0.1, 0.2, -0.3], [0.7, 0.0, 0.4], [-0.4, -0.2, -0.1], [0.1, 0.0, -0.1], [-0.1, 0.1, -0.1], [-0.1, -0.1, 0.0], [0.1, 0.0, -0.2], [0.0, 0.0, 0.0], [-0.1, 0.0, 0.1], [0.0, 0.1, 0.0], [0.1, -0.1, 0.0], [0.0, 0.0, 0.1], [0.0, 0.0, -0.1], [-0.1, 0.1, 0.0], [0.0, -0.1, 0.0], [0.0, 0.0, 0.0], [-0.1, 0.1, 0.0], [0.0, 0.0, -0.1], [-0.1, -0.2, -0.1], [0.1, -0.1, 0.0], [0.1, 0.0, 0.0], [0.0, 0.0, 0.0], [0.0, 0.1, 0.1], [0.0, 0.1, -0.1], [0.0, 0.0, 0.0], [0.1, 0.1, 0.0], [0.1, -0.1, -0.1], [0.0, 0.0, 0.0], [0.0, -0.1, 0.1], [0.0, 0.2, 0.0]], "lowdin_charge": [-0.029, -0.407, -0.035, -0.198, -0.036, 0.008, -0.198, -0.176, 0.042, -0.063, -0.155, -0.174, -0.134, -0.169, -0.161, -0.227, -0.101, -0.176, -0.180, -0.163, -0.176, -0.153, -0.021, 0.083, 0.084, 0.079, 0.142, 0.099, 0.113, 0.121, 0.115, 0.138, 0.126, 0.128, 0.132, 0.115, 0.119, 0.128, 0.104, 0.088, 0.084, 0.081, 0.122, 0.122, 0.124, 0.134, 0.135, 0.125, 0.134, 0.109], "de_lowest_ev": 4.297, "e_homo_ha": -0.295, "e_tot_ha": -1094.8607, "charge": 0, "smiles": "C[C@@H](O)c1ccc2c(c1)OCCOCCN(C)CCOCCO2", "e_lumo_ev": 0.79}

# 2
{"formula": "C18H32CuNPSi", "method": "wB97M-V/def2-TZVPD", "symbols": ["C", "C", "C", "C", "C", "C", "C", "C", "N", "Cu", "C", "P", "H", "H", "H", "H", "H", "H", "H", "H", "C", "C", "H", "C", "C", "H", "H", "H", "H", "H", "H", "H", "H", "H", "H", "H", "H", "H", "H", "C", "Si", "C", "C", "C", "C", "H", "H", "H", "H", "H", "H", "H", "H", "H"], "xyz": [[-0.5922, -1.9497, -4.0410], [0.7072, -1.8815, -3.5476], [1.0164, -1.0624, -2.4393], [-0.0121, -0.3859, -1.7909], [-1.3212, -0.4942, -2.2552], [-1.6072, -1.2615, -3.3927], [2.4750, -0.9730, -2.0771], [2.8968, 0.1835, -1.1731], [2.0955, 1.4380, -1.3268], [0.4164, 0.8768, -0.2484], [-2.4444, 0.2541, -1.6008], [-1.6831, 1.5176, -0.5031], [1.5019, -2.4353, -4.0535], [-2.6317, -1.2832, -3.7641], [-0.8202, -2.5324, -4.9351], [-3.0777, -0.3969, -0.9752], [-3.0745, 0.7682, -2.3422], [2.7698, -1.8894, -1.5371], [3.1097, -0.9264, -2.9765], [2.7917, -0.1223, -0.1200], [-2.9263, 1.6286, 0.8039], [-1.8911, 3.0368, -1.4870], [3.9624, 0.4159, -1.3434], [1.7644, 1.8272, -2.7290], [2.7626, 2.5497, -0.6070], [0.8314, 1.9211, 1.2539], [2.2587, 2.7822, -2.9604], [2.1015, 1.0604, -3.4377], [0.6800, 1.9713, -2.8410], [3.3127, 3.1828, -1.3222], [2.0204, 3.1804, -0.1027], [3.4535, 2.1383, 0.1462], [-2.9458, 3.1440, -1.7649], [-1.5692, 3.8742, -0.8576], [-1.2656, 2.9924, -2.3850], [-3.9159, 1.8579, 0.3793], [-2.9522, 0.6747, 1.3470], [-2.6229, 2.4185, 1.5029], [0.5383, 2.4595, 0.7345], [-1.8382, -1.2983, 4.7946], [-0.3716, -1.9092, 3.8131], [1.1539, -1.7763, 4.8845], [-0.6696, -3.7115, 3.3831], [-0.1877, -0.8005, 2.3406], [0.0110, -0.0858, 1.3484], [-1.6895, -1.4731, 5.8670], [-2.7633, -1.7971, 4.4836], [-1.9568, -0.2211, 4.6268], [0.8980, -1.9117, 5.9431], [1.9140, -2.5200, 4.6174], [1.5978, -0.7809, 4.7606], [-1.6308, -3.8410, 2.8694], [0.1153, -4.1210, 2.7350], [-0.6954, -4.3122, 4.3032]], "forces_ev_per_angstrom": [[0.0, -0.2, 0.0], [-0.1, 0.4, 0.1], [-0.4, -0.8, -0.9], [0.2, 0.1, 0.3], [-0.1, -0.5, -0.8], [0.1, 0.2, 0.2], [0.6, 0.1, 0.4], [0.1, 0.3, 0.2], [0.2, 0.1, 0.1], [0.0, -0.4, -0.8], [0.1, 0.3, 0.4], [-0.9, 0.3, -0.9], [-0.2, 0.2, 0.1], [0.2, -0.1, 0.0], [0.1, 0.1, 0.3], [0.2, 0.1, -0.3], [0.0, -0.3, 0.2], [0.0, 0.2, -0.3], [-0.4, -0.2, 0.1], [0.1, 0.2, -0.3], [-0.1, 0.4, 0.3], [-0.5, 0.1, 0.2], [-0.2, -0.1, 0.0], [0.2, 0.2, 0.2], [0.1, 0.1, -0.2], [-0.4, 0.8, -0.5], [-0.1, -0.3, -0.1], [-0.2, 0.3, 0.2], [0.4, -0.2, 0.0], [0.1, -0.3, 0.3], [0.4, -0.1, -0.2], [-0.3, 0.2, -0.2], [0.2, 0.3, -0.1], [-0.1, 0.0, -0.3], [-0.1, 0.0, 0.2], [0.3, -0.1, 0.2], [0.1, 0.3, -0.1], [-0.2, -0.2, 0.0], [0.3, -0.2, 0.9], [-0.2, 0.2, 0.2], [-0.1, 0.3, -0.4], [0.3, 0.1, 0.1], [0.0, -0.1, -0.2], [0.1, 0.2, -0.7], [0.2, -2.2, 2.1], [-0.1, 0.0, -0.1], [0.1, 0.1, 0.1], [0.0, -0.2, 0.1], [0.1, 0.0, -0.2], [-0.1, 0.1, 0.0], [0.0, -0.2, 0.1], [0.2, 0.0, 0.1], [-0.1, 0.1, 0.1], [0.0, 0.1, -0.1]], "lowdin_charge": [-0.092, -0.051, -0.248, -0.094, -0.300, -0.058, -0.149, -0.192, -0.311, 0.073, -0.270, 0.834, 0.110, 0.109, 0.101, 0.103, 0.093, 0.131, 0.114, 0.115, -0.248, -0.255, 0.123, -0.037, -0.094, 0.088, 0.083, 0.095, 0.072, 0.085, 0.048, 0.099, 0.042, 0.043, 0.034, 0.052, 0.043, 0.048, 0.058, -0.202, 0.398, -0.198, -0.201, -0.207, -0.227, 0.024, 0.026, 0.024, 0.025, 0.027, 0.026, 0.027, 0.027, 0.030], "spin_multiplicity": 2, "e_homo_ha": [-0.266, -0.274], "e_tot_ha": -3030.9973, "charge": 0, "e_lumo_ev": [0.62, 0.04]}

# 3
{"formula": "C5H10N2S", "method": "wB97M-V/def2-TZVPD", "symbols": ["C", "N", "N", "C", "S", "C", "C", "C", "H", "H", "H", "H", "H", "H", "H", "H", "H", "H"], "xyz": [[-1.1634, 1.7461, -0.5009], [0.2097, 1.2523, -0.7617], [0.9051, 0.2815, 0.0694], [1.4675, 0.8404, 1.1075], [2.1268, -0.0464, 2.5381], [0.8369, -1.0699, 0.0086], [-0.2613, -1.6592, -0.8832], [-0.4054, -1.6112, 0.7347], [-2.1359, 1.1253, -0.7700], [-1.3397, 2.1092, 0.3766], [-0.9199, 2.7158, -1.1546], [0.2726, 1.0747, -1.8576], [1.2725, 2.0203, 1.3057], [1.7662, -1.5622, 0.2222], [-0.1100, -2.6547, -1.2760], [-0.7503, -0.9527, -1.3935], [-1.3505, -1.0109, 1.0609], [-0.4208, -2.5982, 1.1739]], "forces_ev_per_angstrom": [[0.8, -0.7, -7.0], [0.2, -1.4, -2.5], [-0.3, 4.7, -1.0], [0.8, 1.5, 5.2], [-1.1, 1.8, -3.2], [-2.9, -3.4, 0.1], [2.7, -2.2, 4.4], [-2.1, 0.2, -2.2], [2.2, 0.9, 0.0], [-0.4, 1.9, 5.7], [-2.0, -1.8, 1.0], [0.3, -0.1, 3.4], [0.8, -3.0, -1.1], [0.2, -0.2, -0.1], [0.0, 0.3, -0.3], [-2.1, 2.1, -2.0], [2.4, -0.5, -0.4], [0.4, 0.0, 0.1]], "lowdin_charge": [-0.106, -0.079, -0.207, -0.553, 0.428, -0.359, -0.042, -0.062, 0.113, -0.013, 0.135, 0.178, 0.124, 0.120, 0.094, 0.020, 0.130, 0.079], "de_lowest_ev": 5.468, "e_homo_ha": -0.291, "e_tot_ha": -704.0228, "charge": 0, "smiles": "CNN(C=S)C1CC1", "e_lumo_ev": 0.66}

# 4
{"formula": "C22H15N12O2W", "method": "wB97M-V/def2-TZVPD", "symbols": ["W", "C", "C", "C", "C", "N", "C", "C", "C", "C", "C", "C", "N", "H", "H", "H", "H", "H", "H", "H", "H", "O", "C", "O", "C", "C", "C", "C", "C", "C", "C", "C", "C", "N", "H", "H", "H", "H", "H", "H", "N", "C", "N", "N", "N", "N", "C", "N", "N", "N", "N", "H"], "xyz": [[0.5062, -0.3265, -0.6533], [3.9686, -2.7181, 0.9561], [3.6746, -2.8037, 2.3126], [2.5206, -2.1905, 2.7912], [1.6937, -1.5010, 1.9113], [1.9667, -1.4411, 0.5699], [3.0962, -2.0389, 0.1239], [0.4437, -0.8194, 2.3324], [0.2284, -0.3402, 3.6216], [-0.9790, 0.2787, 3.9279], [-1.9771, 0.3293, 2.9605], [-1.6948, -0.1432, 1.6892], [-0.4934, -0.6631, 1.3426], [4.8561, -3.1732, 0.5422], [4.3355, -3.3365, 2.9831], [2.2668, -2.2672, 3.8380], [3.2955, -1.9679, -0.9456], [0.9938, -0.4189, 4.3808], [-1.1493, 0.7022, 4.9074], [-2.9489, 0.7430, 3.1912], [-2.4570, -0.1445, 0.9119], [0.8422, 3.0766, 1.3894], [0.5364, 2.3289, 0.5244], [1.1120, 1.1155, 0.2936], [-0.6137, 2.4788, -0.4575], [-1.2144, 3.6946, -0.7533], [-2.2286, 3.7285, -1.6997], [-2.6564, 2.5411, -2.3185], [-3.6748, 2.4793, -3.3021], [-3.9963, 1.2836, -3.8931], [-3.3513, 0.0898, -3.5144], [-2.3856, 0.1055, -2.5362], [-2.0050, 1.3210, -1.9418], [-0.9850, 1.2976, -1.0214], [-0.8608, 4.5874, -0.2548], [-2.6854, 4.6700, -1.9693], [-4.1785, 3.3916, -3.5894], [-4.7611, 1.2381, -4.6532], [-3.6271, -0.8376, -3.9970], [-1.9190, -0.8278, -2.1742], [1.0398, -2.3085, -3.6474], [0.4418, -2.8736, -2.5541], [0.2273, -4.1273, -2.2524], [-0.3457, -4.1473, -1.0728], [-0.5140, -2.9989, -0.5927], [-0.0448, -2.0555, -1.5139], [1.3008, -0.9723, -3.5697], [1.1419, 0.0030, -4.4427], [1.2424, 1.1234, -3.7859], [1.4655, 0.9354, -2.5446], [1.5769, -0.4246, -2.3215], [1.1093, -2.8175, -4.5253]], "forces_ev_per_angstrom": [[0.3, 0.5, -0.7], [-0.4, 0.2, 0.0], [-0.1, 0.1, -0.3], [-0.2, 0.3, -0.4], [-0.1, 0.1, 0.1], [-0.6, 0.4, 0.4], [0.1, -0.1, -0.7], [0.0, -0.1, 0.0], [0.0, -0.2, -0.5], [-0.1, -0.1, -0.3], [0.3, -0.1, -0.1], [-0.3, -0.2, -0.4], [0.5, 0.0, 0.1], [0.0, 0.0, -0.1], [0.0, 0.0, 0.0], [-0.1, 0.1, 0.0], [0.0, 0.0, 0.3], [0.1, -0.1, -0.1], [0.0, 0.0, 0.1], [0.0, 0.0, -0.1], [0.2, 0.1, 0.1], [0.0, -0.8, -0.8], [-1.2, 2.2, 0.5], [1.3, -0.6, 0.3], [0.0, -0.1, 0.1], [0.4, -0.5, 0.3], [-0.1, -0.4, -0.2], [0.5, -0.2, 0.4], [0.0, -0.2, -0.1], [0.0, 0.2, 0.0], [0.2, 0.1, 0.2], [0.1, -0.4, 0.2], [-0.3, -0.8, -0.4], [1.1, -0.2, 0.4], [0.0, 0.0, 0.0], [-0.1, 0.1, 0.0], [0.0, 0.0, 0.0], [-0.1, 0.1, -0.1], [0.0, 0.0, 0.0], [-0.5, 0.6, -0.4], [0.0, 0.1, -0.1], [-0.2, -0.4, 0.4], [1.3, 0.8, -2.6], [-0.8, 0.1, 1.5], [-1.0, 0.1, 1.0], [0.4, -0.6, 0.8], [-0.1, -0.2, 0.3], [0.2, -2.2, -0.6], [-0.1, 1.4, 0.6], [0.6, 0.6, 1.0], [-1.1, 0.1, -0.5], [-0.1, 0.0, 0.0]], "lowdin_charge": [2.081, 0.029, 0.054, 0.063, -0.165, -0.038, -0.057, -0.181, 0.061, 0.046, 0.025, -0.070, -0.035, 0.143, 0.149, 0.141, 0.124, 0.142, 0.147, 0.141, 0.133, 0.268, -0.417, -0.190, -0.141, 0.081, 0.113, -0.105, 0.045, 0.006, 0.008, -0.027, -0.189, 0.006, 0.154, 0.155, 0.145, 0.137, 0.135, 0.086, 0.222, -0.338, 0.134, 0.037, -0.020, -0.177, -0.325, 0.157, 0.059, -0.042, -0.108, 0.202], "de_lowest_ev": 2.015, "e_homo_ha": -0.670, "e_tot_ha": -1720.8918, "charge": 3, "e_lumo_ev": -13.55}

no.,largest force on an atom (Eh/bohr)
1,0.0159
2,0.0598
3,0.1375
4,0.0586